ORCA calculation (the ωB97M-V functional and the def2-TZVPD basis) on a cluster of 15 separate species, H29O15 in total.

XYZ file:
```
44
Properties=species:S:1:pos:R:3:forces:R:3
O 1.593 -3.470 -2.179 -1.5 -0.1 1.2
H -1.728 1.595 0.815 0.2 -0.1 0.0
H -1.274 -0.438 -3.243 -0.4 1.0 -1.2
O -0.720 -1.495 4.712 -2.7 0.7 0.6
H -1.305 -1.095 4.017 1.5 -0.6 0.8
H 1.523 -1.586 1.792 -2.0 -1.0 2.0
O -1.406 0.548 -3.173 1.0 -2.6 2.7
H 1.694 -1.153 3.127 -0.3 0.0 0.5
H -2.585 4.002 2.235 -3.2 -0.8 3.1
O -3.150 2.830 -2.450 -3.9 1.8 -0.1
H 2.455 2.913 -3.525 -0.4 -0.7 0.4
H -3.063 2.319 -3.218 0.7 -1.3 -1.4
O -0.585 -1.581 -0.935 0.7 1.5 1.0
H -1.050 -1.666 -0.067 0.2 -0.2 -1.1
H -1.117 -4.471 0.107 1.5 -0.4 -0.4
O 3.122 0.931 -1.453 -3.1 0.0 2.6
H 0.158 -1.588 4.387 0.7 -0.1 -1.1
H 3.669 0.239 -1.754 0.9 -1.4 -0.5
O 2.705 4.338 -0.155 -4.6 1.3 -10.3
H 0.104 -0.833 -0.663 -0.8 -1.6 -0.2
H 1.307 -2.656 -1.687 0.2 -0.9 -0.6
O -2.415 0.933 0.695 -2.4 1.8 -1.6
H 2.118 3.550 -0.409 1.1 1.8 -0.2
H 0.881 -4.107 -1.887 1.2 0.9 -0.5
O 1.113 -0.172 0.475 0.9 0.4 -1.0
H -1.870 -5.529 0.002 -7.3 -2.4 0.6
H -1.159 0.397 -2.195 -0.6 1.4 -1.3
O 1.739 2.257 -3.454 -0.2 0.8 -0.7
H -2.399 2.780 -1.953 3.2 -0.4 1.6
O -2.548 -2.555 0.940 -1.0 -0.7 2.6
H -2.538 -2.909 1.911 0.0 1.1 -2.6
H 1.947 1.658 -2.728 0.6 0.1 0.1
O 2.558 0.545 2.415 0.0 0.2 1.1
H 1.997 0.416 1.586 0.4 -0.1 -0.5
H 3.439 0.862 2.226 0.0 0.0 -0.4
O -1.019 -5.432 -0.117 5.8 2.9 -0.3
H 2.920 4.063 0.596 3.5 -3.1 10.5
H -3.130 1.485 0.164 2.1 -1.8 1.5
O -1.943 4.133 1.630 0.0 3.6 -3.9
H 2.420 0.478 -0.804 1.7 1.1 -1.5
H -3.396 -2.050 0.852 1.2 -0.6 0.2
O 1.069 -1.801 2.740 2.6 1.0 -2.8
H -1.285 3.544 1.764 3.3 -2.8 0.9
H 0.363 -0.289 1.037 -0.8 0.1 0.6
```
Positions in Å, forces in eV/Å.

Properties
Energy relative to the best compared isomer or geometry (same formula, charge and spin), kcal per mole: 74.61
HOMO, Ha: -0.246
Total charge: -1
E, eV: -31182.985
Max |F|, eV Å⁻¹: 11.47
Kohn-Sham gap, eV: 8.88

ORCA calculation (the ωB97M-V functional and the def2-TZVPD basis) on a structure of composition C6H11N2O2.

XYZ file:
```
21
Properties=species:S:1:pos:R:3:forces:R:3
C -1.403 -1.383 0.031 -0.5 -0.1 -0.1
C 1.291 -0.868 -0.485 -5.9 0.3 2.1
C -1.026 0.902 -0.692 -0.2 -2.5 2.3
C -2.511 0.527 -0.692 1.1 1.1 -2.3
C -0.437 -0.215 0.163 3.4 -0.5 -0.7
C 0.048 0.206 1.576 -3.9 1.6 -1.8
N 1.331 -2.138 -0.261 3.4 0.4 -0.3
N 2.248 -0.016 -0.672 -0.3 -0.2 -0.2
O -1.212 -2.550 0.301 -0.5 1.3 -0.3
O -2.559 -0.898 -0.504 0.2 -0.1 0.5
H -0.709 0.744 -1.641 1.4 0.3 -3.0
H -0.704 1.767 -0.197 -0.2 1.8 -0.1
H -2.898 1.162 0.035 -1.7 0.0 1.9
H -2.955 0.882 -1.675 0.3 -1.2 1.2
H -0.705 0.826 2.137 0.5 -0.3 -0.9
H 0.938 0.705 1.543 2.2 1.6 -0.3
H 0.162 -0.580 2.172 0.6 -3.7 2.4
H 0.562 -2.725 -0.028 -1.3 -0.1 0.4
H 2.259 -2.541 -0.181 -0.1 -0.5 -0.3
H 1.944 0.870 -1.064 0.9 0.0 0.3
H 3.184 -0.341 -0.499 0.6 0.7 -0.5
```
Positions in Å, forces in eV/Å.

Properties
Energy relative to the best compared isomer or geometry (same formula, charge and spin), kcal per mole: 59.59
HOMO, Ha: -0.543
Total charge: +1
E, eV: -13467.549
Max |F|, eV Å⁻¹: 6.25
Kohn-Sham gap, eV: 10.82

ORCA calculation (the ωB97M-V functional and the def2-TZVPD basis) on a cluster of 7 separate species, C33H79N2O8 in total.

XYZ file:
```
122
Properties=species:S:1:pos:R:3:forces:R:3
C 2.593 0.148 2.185 0.1 0.2 -0.7
C 2.003 -0.902 1.251 0.3 0.1 0.3
C 1.135 -1.900 1.976 2.7 -0.5 -2.5
O 0.412 -1.583 2.822 -3.1 0.9 2.9
O 1.314 -3.190 1.580 -0.2 -0.1 -0.8
C 0.199 -3.768 0.869 0.5 -0.2 0.3
C -0.488 -2.831 -0.106 -0.8 -0.3 0.3
C -1.814 -2.203 0.374 -0.3 0.3 0.2
C -1.776 -0.680 0.264 0.2 -1.0 -0.2
N -3.202 -0.237 0.219 0.5 -0.1 0.2
C -3.968 -0.751 1.413 -0.3 0.6 0.7
C -3.140 -1.625 2.359 0.3 -0.5 -0.8
N -2.243 -2.586 1.716 -0.3 0.0 -0.2
H 2.819 1.026 1.593 0.1 0.3 0.0
H 1.911 0.446 2.966 -0.2 -0.1 0.3
H 3.537 -0.183 2.586 0.2 -0.2 0.4
H 2.783 -1.415 0.707 0.1 -0.1 -0.2
H 1.384 -0.386 0.517 -0.3 -0.1 -0.2
H -0.477 -4.220 1.586 -0.3 0.2 0.1
H 0.622 -4.580 0.300 0.4 -0.2 -0.1
H -0.720 -3.410 -0.989 -0.1 -0.2 -0.3
H 0.150 -2.041 -0.465 0.6 0.1 0.0
H -2.607 -2.506 -0.325 0.1 -0.1 -0.4
H -1.296 -0.421 -0.668 0.0 0.3 -0.3
H -1.251 -0.220 1.092 -0.1 0.2 0.3
H -3.217 0.778 0.143 -0.4 0.0 0.0
H -3.620 -0.654 -0.613 0.0 0.3 -0.2
H -4.888 -1.196 1.066 -0.1 -0.4 -0.2
H -4.273 0.115 1.983 -0.2 0.3 0.1
H -2.561 -1.012 3.034 0.1 0.3 0.2
H -3.856 -2.191 2.934 -0.2 0.0 0.4
H -2.703 -3.485 1.657 0.1 -0.1 0.1
C 4.177 3.541 -2.012 0.1 0.0 0.0
C 3.808 4.036 -0.623 0.0 0.0 -0.1
O 4.626 3.516 0.406 -0.1 -0.2 0.1
C 6.010 3.827 0.321 0.2 0.1 0.0
C 6.309 5.314 0.377 -0.1 0.1 -0.1
H 4.204 2.450 -2.035 0.0 0.0 0.0
H 3.449 3.893 -2.745 0.0 0.0 0.0
H 5.159 3.901 -2.322 0.0 0.0 0.0
H 2.793 3.711 -0.384 0.0 0.0 0.1
H 3.802 5.131 -0.591 0.0 0.0 -0.1
H 6.449 3.375 -0.575 0.0 0.0 0.0
H 6.474 3.336 1.176 -0.1 -0.1 0.0
H 5.922 5.838 -0.499 0.1 0.0 0.0
H 7.387 5.478 0.412 0.0 0.0 0.0
H 5.852 5.765 1.259 0.0 0.0 0.0
C 2.119 -2.145 5.644 0.2 0.0 0.1
C 1.176 -1.145 6.288 0.0 0.0 -0.1
O 1.444 -0.898 7.655 -0.1 0.0 0.1
C 2.719 -0.358 7.951 0.1 0.1 0.0
C 2.977 0.996 7.311 -0.1 0.0 -0.2
H 2.146 -3.073 6.216 0.0 0.0 0.0
H 1.795 -2.366 4.631 -0.1 0.0 0.0
H 3.141 -1.762 5.592 0.0 0.0 0.0
H 0.159 -1.539 6.255 0.0 0.0 0.1
H 1.165 -0.204 5.724 0.0 0.0 0.0
H 3.508 -1.070 7.686 0.0 0.0 -0.1
H 2.748 -0.252 9.036 -0.1 -0.1 0.0
H 3.027 0.926 6.222 0.1 0.0 0.0
H 3.926 1.404 7.660 0.0 0.0 0.0
H 2.179 1.696 7.560 0.0 0.0 0.1
C 10.373 3.674 -3.099 0.1 0.0 0.1
C 9.481 4.716 -2.445 0.0 0.0 -0.1
O 9.782 4.953 -1.082 -0.2 0.0 0.2
C 11.084 5.441 -0.804 0.1 0.1 0.0
C 11.387 6.783 -1.449 -0.1 0.0 -0.2
H 10.367 2.748 -2.521 -0.1 0.0 0.0
H 10.025 3.461 -4.110 0.0 0.0 0.0
H 11.407 4.013 -3.169 0.0 0.0 -0.1
H 8.448 4.363 -2.460 0.0 0.0 0.1
H 9.500 5.654 -3.011 0.0 0.0 0.0
H 11.839 4.697 -1.081 0.0 0.0 -0.1
H 11.133 5.545 0.280 -0.1 -0.1 0.0
H 11.418 6.712 -2.538 0.1 0.0 0.0
H 12.356 7.152 -1.114 0.0 0.0 0.0
H 10.621 7.514 -1.188 0.0 0.0 0.1
C -7.436 -3.923 3.586 0.0 0.0 -0.2
C -8.287 -2.673 3.428 0.0 -0.1 0.1
O -7.952 -1.892 2.292 0.3 0.2 -0.1
C -8.096 -2.524 1.030 -0.1 0.0 -0.1
C -9.514 -2.964 0.719 -0.1 -0.1 0.1
H -6.374 -3.667 3.576 0.0 0.0 0.1
H -7.668 -4.422 4.526 0.0 0.0 0.0
H -7.612 -4.637 2.780 0.0 0.0 0.0
H -8.131 -2.022 4.289 0.0 0.1 -0.1
H -9.351 -2.927 3.417 0.0 -0.1 0.0
H -7.398 -3.367 0.941 -0.1 -0.1 0.0
H -7.786 -1.784 0.288 0.0 0.1 0.1
H -9.847 -3.757 1.389 0.0 0.0 0.0
H -9.575 -3.343 -0.302 0.0 0.0 0.0
H -10.205 -2.128 0.828 0.0 0.0 0.0
C -1.499 -1.623 -6.368 0.2 0.0 0.0
C -1.780 -1.162 -4.949 -0.1 0.0 -0.1
O -0.834 -1.625 -3.997 -0.1 -0.1 0.3
C 0.510 -1.213 -4.202 0.1 0.1 0.0
C 0.701 0.294 -4.155 -0.2 0.0 -0.1
H -1.395 -2.707 -6.404 -0.1 0.0 0.0
H -2.312 -1.324 -7.029 0.0 0.0 0.0
H -0.578 -1.189 -6.759 0.0 0.0 0.0
H -2.742 -1.564 -4.627 0.1 0.0 0.1
H -1.864 -0.069 -4.905 0.0 0.0 0.0
H 0.900 -1.626 -5.137 0.0 0.0 0.0
H 1.088 -1.669 -3.396 -0.1 -0.1 0.0
H 0.198 0.792 -4.985 0.1 0.0 0.0
H 1.761 0.543 -4.212 0.0 0.0 0.0
H 0.292 0.705 -3.229 0.1 0.0 0.0
C -8.361 -2.276 -5.276 0.2 0.0 0.0
C -8.600 -1.818 -3.848 -0.1 0.0 -0.2
O -7.637 -2.302 -2.922 0.0 -0.1 0.3
C -6.302 -1.915 -3.155 0.0 0.0 0.0
C -6.083 -0.409 -3.104 -0.1 0.0 0.0
H -8.275 -3.362 -5.320 -0.1 0.0 0.0
H -9.186 -1.961 -5.915 0.0 0.0 0.0
H -7.443 -1.855 -5.690 0.0 0.0 0.0
H -9.558 -2.205 -3.502 0.1 0.0 0.1
H -8.667 -0.725 -3.794 0.0 0.0 0.0
H -5.938 -2.328 -4.102 0.0 0.1 0.0
H -5.715 -2.391 -2.364 -0.1 -0.1 0.0
H -6.595 0.104 -3.918 0.1 0.0 0.0
H -5.018 -0.175 -3.185 0.0 0.0 0.0
H -6.468 0.000 -2.167 0.0 0.0 0.0
```
Positions in Å, forces in eV/Å.

Properties
Energy relative to the best compared isomer or geometry (same formula, charge and spin), kcal per mole: 20.17
HOMO, Ha: -0.401
Total charge: +1
E, eV: -54852.906
Max |F|, eV Å⁻¹: 4.29
Kohn-Sham gap, eV: 7.92

ORCA calculation (the ωB97M-V functional and the def2-TZVPD basis) on a cluster of 2 separate species, C16H15F4O8 in total.

XYZ file:
```
43
Properties=species:S:1:pos:R:3:forces:R:3
F -0.044 -0.816 4.094 0.1 0.8 -0.4
C 0.576 0.180 3.448 1.4 -1.4 0.2
C 1.878 0.067 3.129 -1.2 -1.4 0.9
F 2.556 -1.041 3.459 -0.3 1.1 -0.4
C 2.584 1.158 2.470 2.0 -0.3 -0.5
O 3.778 1.102 2.292 -0.2 0.1 0.1
C 1.816 2.332 2.076 -1.4 1.4 -0.4
F 2.429 3.327 1.420 -0.2 -0.9 0.5
C 0.514 2.445 2.399 1.5 1.0 -0.9
F -0.162 3.556 2.078 0.1 -0.8 0.3
C -0.167 1.390 3.135 -1.5 0.1 0.4
O -1.315 1.524 3.489 -0.2 0.0 0.0
C 5.107 -3.418 2.604 -0.5 -0.3 0.0
C 4.644 -2.604 1.415 0.9 0.6 -0.1
O 3.332 -2.936 1.041 -0.5 -0.1 -0.1
C 2.927 -2.142 0.006 -0.9 0.8 -1.2
C 1.603 -2.361 -0.557 -1.5 -0.9 -0.2
C 0.977 -1.311 -1.356 1.4 0.1 1.7
O 1.237 -0.132 -1.154 -0.3 0.1 -0.5
O 0.088 -1.702 -2.321 0.2 0.2 0.3
C -0.408 -0.596 -3.043 0.0 0.9 -0.4
C -1.886 -0.734 -3.320 -0.1 -0.4 0.0
C 0.890 -3.606 -0.326 2.0 0.6 0.1
O 1.460 -4.590 0.128 -0.7 -0.4 0.0
O -0.449 -3.632 -0.611 -0.1 0.3 -0.1
C -0.991 -4.884 -0.271 0.1 -1.0 0.3
C -2.429 -5.047 -0.717 0.0 0.6 -0.1
O 3.654 -1.257 -0.428 0.3 -0.3 0.4
H 6.128 -3.172 2.901 0.0 0.1 -0.1
H 4.449 -3.247 3.456 0.0 0.0 0.1
H 5.060 -4.484 2.376 0.0 0.0 0.0
H 4.656 -1.523 1.625 0.4 -0.3 0.1
H 5.278 -2.763 0.530 0.2 0.1 0.4
H -0.202 0.311 -2.458 -0.2 -0.2 -0.3
H 0.185 -0.526 -3.965 -0.2 0.1 0.0
H -2.291 0.140 -3.829 0.1 0.1 0.0
H -2.085 -1.611 -3.937 -0.1 -0.1 0.0
H -2.427 -0.860 -2.382 0.0 0.0 0.0
H -0.338 -5.646 -0.725 -0.4 0.0 0.2
H -0.894 -4.987 0.817 -0.1 -0.3 -0.1
H -2.776 -6.074 -0.593 0.2 0.0 0.1
H -3.092 -4.400 -0.142 -0.1 0.1 0.0
H -2.537 -4.778 -1.768 0.0 0.0 -0.1
```
Positions in Å, forces in eV/Å.

Properties
HOMO, Ha: -0.146
Total charge: -1
E, eV: -44084.871
Max |F|, eV Å⁻¹: 2.22
Kohn-Sham gap, eV: 4.15